A molecular structure, C30H34GeIIrN4OS2Se. Source: the Open Molecules 2025 dataset; level of theory: the ωB97M-V functional and the def2-TZVPD basis.

```
75
Properties=species:S:1:pos:R:3
Ir 0.810 0.036 -0.490
S -0.501 -0.302 6.552
C -2.186 -0.284 6.871
C -2.900 -0.238 5.713
C -2.078 -0.214 4.556
C -0.734 -0.244 4.843
C 0.403 -0.229 3.933
C 0.178 -0.224 2.556
N 1.134 -0.194 1.647
C 2.449 -0.166 2.056
C 2.768 -0.187 3.444
C 4.172 -0.172 3.803
C 5.140 -0.141 2.870
C 4.827 -0.117 1.458
C 5.776 -0.096 0.462
C 5.394 -0.080 -0.895
C 4.020 -0.071 -1.161
N 3.092 -0.080 -0.233
C 3.452 -0.118 1.091
C 6.362 -0.070 -1.987
C 6.148 -0.054 -3.342
C 7.349 -0.048 -4.100
C 8.465 -0.060 -3.323
S 8.057 -0.078 -1.659
C 1.748 -0.215 4.365
H -2.552 -0.309 7.884
H -3.980 -0.220 5.682
H -2.465 -0.173 3.548
H -0.824 -0.248 2.148
H 4.427 -0.188 4.856
H 6.185 -0.136 3.162
H 6.824 -0.096 0.741
H 3.651 -0.051 -2.181
H 5.165 -0.049 -3.787
H 7.376 -0.037 -5.181
H 9.497 -0.060 -3.633
H 1.993 -0.226 5.421
C -0.716 0.488 -5.384
Ge -1.072 0.357 -3.457
C -2.046 1.976 -2.925
C -2.295 -1.152 -3.201
C 0.564 0.135 -2.495
H -1.637 0.664 -5.943
H -0.263 -0.436 -5.746
H -0.029 1.312 -5.587
H -3.091 1.920 -3.242
H -1.591 2.862 -3.371
H -2.006 2.086 -1.843
H -3.304 -0.904 -3.541
H -2.326 -1.419 -2.145
H -1.937 -2.021 -3.754
H 1.460 0.066 -3.116
C -3.144 2.288 0.657
N -3.867 1.133 0.166
C -5.295 1.284 -0.005
C -5.823 0.197 -0.915
C -5.418 -1.147 -0.349
N -3.986 -1.191 -0.154
C -3.374 -2.502 -0.056
C -3.225 -0.083 0.122
O -2.016 -0.173 0.312
H -3.526 2.598 1.636
H -3.253 3.123 -0.039
H -2.089 2.040 0.743
H -5.479 2.272 -0.433
H -5.811 1.252 0.967
H -5.382 0.314 -1.908
H -6.908 0.265 -1.006
H -5.688 -1.953 -1.036
H -5.947 -1.339 0.597
H -3.786 -3.058 0.792
H -2.300 -2.394 0.069
H -3.560 -3.070 -0.972
Se 0.765 2.317 -0.391
I 0.756 -2.662 -0.739
```

The charge is -1. The calculation puts the gap between HOMO and LUMO (spin up / spin down) at 4.5 / 6.6 eV. The LUMO energy (spin up / spin down) is 2.3375 / 1.6661 eV. The value obtained for the HOMO energy (spin up / spin down) is -2.20 / -4.98 eV. As for the multiplicity: 6. For the maximum force, the calculation gives 0.35 eV/A.

A molecular structure, C30H34HfI2N7O2 at a distorted geometry. Source: the Open Molecules 2025 dataset; level of theory: the ωB97M-V functional and the def2-TZVPD basis.

```
76
Properties=species:S:1:pos:R:3
Hf 0.261 0.366 0.706
C -1.071 -2.294 2.010
C -1.810 -2.117 0.707
N -0.954 -1.387 -0.278
C -1.780 -0.746 -1.338
C -2.554 0.362 -0.688
C -3.862 0.642 -0.997
C -4.506 1.663 -0.305
C -3.824 2.341 0.690
C -2.516 1.995 0.965
C -1.725 2.705 2.017
N -0.600 1.878 2.515
C -0.965 1.078 3.719
C -1.567 -0.248 3.319
N -0.566 -0.979 2.497
N -1.884 1.023 0.284
H -0.217 -2.955 1.882
H -1.728 -2.754 2.750
H -2.719 -1.536 0.859
H -2.111 -3.086 0.307
H -0.345 -2.062 -0.736
H -2.455 -1.454 -1.817
H -1.114 -0.338 -2.102
H -4.376 0.068 -1.757
H -5.539 1.905 -0.524
H -4.306 3.123 1.263
H -2.378 3.013 2.835
H -1.313 3.615 1.581
H 0.118 2.535 2.805
H -1.652 1.630 4.361
H -0.052 0.909 4.292
H -2.474 -0.109 2.730
H -1.833 -0.830 4.202
H 0.217 -1.185 3.121
C 1.543 1.601 -3.626
C 1.723 0.152 -3.284
N 1.996 -0.700 -4.268
C 2.211 -1.991 -4.011
C 2.266 -2.514 -2.732
C 2.545 -3.994 -2.565
O 1.415 -4.686 -3.065
C 1.947 -1.639 -1.681
C 2.195 -2.032 -0.303
N 1.764 -1.454 0.771
C 2.283 -1.992 2.003
C 2.325 -3.359 2.263
C 2.868 -3.831 3.451
C 3.372 -2.948 4.395
C 3.327 -1.579 4.162
C 2.777 -1.133 2.975
I 2.728 0.917 2.566
C 1.590 -0.318 -1.980
O 1.160 0.508 -0.994
H 1.879 1.760 -4.647
H 0.495 1.899 -3.552
H 2.123 2.236 -2.953
H 2.377 -2.630 -4.870
H 3.461 -4.257 -3.097
H 2.692 -4.266 -1.518
H 1.693 -5.463 -3.563
H 2.875 -2.868 -0.169
H 1.930 -4.060 1.535
H 2.893 -4.897 3.637
H 3.804 -3.318 5.316
H 3.725 -0.883 4.889
I 1.233 3.465 0.155
C -0.054 4.082 -1.433
C 0.261 5.285 -2.035
C -0.561 5.675 -3.083
C -1.619 4.859 -3.453
C -1.823 3.679 -2.759
N -1.040 3.282 -1.743
H 1.103 5.884 -1.718
H -0.367 6.606 -3.600
H -2.277 5.132 -4.267
H -2.638 3.015 -3.025
```

The charge is +3. The calculation puts the gap between HOMO and LUMO at 7.5 eV. The LUMO energy is -8.8582 eV. The value obtained for the HOMO energy is -16.39 eV. For the maximum force, the calculation gives 1.05 eV/A.

A molecular structure, C30H34MnN5O9P3 at a distorted geometry. Source: the Open Molecules 2025 dataset; level of theory: the ωB97M-V functional and the def2-TZVPD basis.

```
82
Properties=species:S:1:pos:R:3
Mn -0.104 0.033 -0.139
O -0.990 -0.568 2.150
C 0.085 -0.157 1.763
C 1.281 0.040 2.584
C 1.283 -0.103 3.969
C 2.477 0.016 4.654
C 3.653 0.279 3.966
C 3.657 0.416 2.583
C 2.467 0.300 1.887
P 2.193 0.402 0.083
C 2.445 2.192 -0.245
C 2.583 2.587 -1.574
C 2.697 3.927 -1.900
C 2.674 4.884 -0.898
C 2.557 4.495 0.426
C 2.436 3.155 0.755
C 3.778 -0.198 -0.599
C 3.906 -1.421 -1.242
C 5.156 -1.869 -1.636
C 6.280 -1.093 -1.407
C 6.154 0.142 -0.791
C 4.910 0.591 -0.394
H 0.355 -0.309 4.481
H 2.497 -0.101 5.728
H 4.581 0.373 4.510
H 4.587 0.600 2.069
H 2.621 1.826 -2.347
H 2.820 4.224 -2.932
H 2.747 5.932 -1.152
H 2.559 5.240 1.208
H 2.336 2.855 1.788
H 3.025 -2.016 -1.429
H 5.259 -2.831 -2.115
H 7.253 -1.441 -1.717
H 7.025 0.754 -0.613
H 4.810 1.565 0.064
N -0.277 2.583 -3.003
C -1.631 2.269 -2.476
C -2.672 3.083 -3.204
P -1.638 0.430 -2.820
O -1.343 0.646 -4.431
O -2.852 -0.421 -2.732
O -0.316 -0.039 -2.260
P -1.417 2.764 -0.675
O -0.720 4.214 -1.078
O -2.609 3.052 0.133
O -0.230 1.978 -0.145
H -0.237 2.339 -4.001
H 0.360 1.944 -2.485
H -0.026 3.557 -2.782
H -2.426 3.160 -4.263
H -2.738 4.080 -2.771
H -3.649 2.612 -3.130
H -1.938 0.082 -4.920
H -1.014 4.843 -0.423
C -1.276 -5.517 -0.557
N -0.590 -4.277 -0.299
C 0.656 -4.220 0.419
C 0.949 -2.728 0.397
O 1.947 -2.182 0.811
N -0.101 -2.098 -0.214
C -0.974 -3.033 -0.632
N -2.105 -2.766 -1.268
H -0.602 -6.332 -0.303
H -1.538 -5.604 -1.613
H -2.181 -5.609 0.050
H 1.448 -4.780 -0.085
H 0.557 -4.585 1.446
H -2.267 -1.845 -1.688
H -2.652 -3.530 -1.626
O -2.180 0.408 -0.372
N -3.404 0.168 -0.026
C -3.698 -0.850 0.797
C -5.004 -1.147 1.121
C -6.037 -0.390 0.590
C -5.706 0.676 -0.230
C -4.386 0.932 -0.522
H -2.858 -1.402 1.192
H -5.208 -1.973 1.781
H -7.066 -0.624 0.806
H -6.467 1.313 -0.650
H -4.073 1.759 -1.131
```

The charge is +1. The calculation puts the gap between HOMO and LUMO (spin up / spin down) at 9.1 / 8.5 eV. The LUMO energy (spin up / spin down) is -2.0474 / -2.2785 eV. The value obtained for the HOMO energy (spin up / spin down) is -11.19 / -10.77 eV. As for the multiplicity: 3. For the maximum force, the calculation gives 1.70 eV/A.